[1]
Molecular formula: C23H26N4O3
Method: DFT, ωB97M-V/def2-TZVPD

```
56
Properties=species:S:1:pos:R:3:forces:R:3:mulliken_charge:R:1
C 2.820986 3.709082 0.820495 -0.128 -0.076 -0.185 -1.28
C 1.850015 2.702982 0.217272 0.108 -0.064 0.303 -0.54
C 2.146638 1.276275 0.703228 -0.053 0.215 -0.005 -0.76
N 1.137823 0.351422 0.218955 0.141 0.102 -0.233 -0.07
C 0.268825 -0.281230 1.035113 -0.021 -0.035 -0.210 0.37
O 0.219838 -0.098675 2.235433 -0.103 0.035 0.280 -0.67
C -0.657593 -1.230797 0.339670 -0.232 -0.202 0.079 0.40
C -0.256483 -2.015982 -0.736694 -0.044 0.058 0.040 -0.55
C -1.147692 -2.902288 -1.314191 0.039 -0.024 -0.103 -0.91
C -2.442091 -3.005918 -0.832443 -0.023 0.019 0.105 -0.62
C -2.847696 -2.239079 0.251090 0.027 -0.063 -0.030 0.51
C -4.257425 -2.320874 0.779886 0.279 -0.455 0.039 -1.06
N -4.947018 -1.070656 0.570262 -0.172 0.406 -0.492 0.97
C -5.052905 -0.391974 -0.574578 -0.337 0.630 -0.222 -0.26
C -5.783686 0.752199 -0.276935 0.470 -1.242 0.857 0.05
N -6.150835 1.778779 -1.169289 -0.049 0.268 -0.380 0.99
O -5.783028 1.671702 -2.324521 0.056 0.009 -0.268 -0.60
O -6.806988 2.701371 -0.730410 -0.135 0.181 0.121 -0.60
C -6.066293 0.653463 1.102387 0.026 0.186 -0.576 -0.47
N -5.548729 -0.450742 1.583994 -0.221 -0.060 0.966 -1.14
C -1.948165 -1.359592 0.835924 0.158 -0.016 -0.046 -0.24
C 3.517659 0.810205 0.275725 0.018 -0.054 0.128 0.64
C 3.831167 0.649998 -1.067814 -0.047 0.046 0.123 -0.22
C 5.087437 0.218882 -1.452327 0.012 -0.019 -0.021 -1.28
C 6.067920 -0.063598 -0.510404 -0.003 0.001 -0.150 1.16
C 7.435040 -0.531965 -0.943059 0.140 -0.039 0.157 0.14
C 7.725926 -1.933058 -0.400924 -0.040 0.126 -0.235 -1.47
C 8.514583 0.456795 -0.498130 -0.112 -0.093 -0.223 -1.47
C 5.750262 0.097226 0.832824 0.058 -0.018 -0.061 -0.18
C 4.494214 0.524570 1.219966 -0.080 0.048 -0.050 -1.05
H 2.589879 4.712656 0.472262 0.038 0.111 0.018 0.41
H 2.753957 3.697331 1.905684 0.030 0.034 0.144 0.31
H 3.843399 3.470174 0.535981 0.118 0.048 0.013 0.29
H 0.827720 2.958872 0.503230 -0.033 -0.054 -0.067 0.44
H 1.915653 2.738363 -0.872552 -0.076 -0.039 -0.065 0.28
H 2.070334 1.248031 1.795300 0.049 0.014 -0.175 0.57
H 1.096590 0.194096 -0.774878 -0.118 -0.060 0.088 0.31
H 0.757583 -1.961943 -1.105713 0.100 0.010 -0.027 0.57
H -0.834417 -3.516119 -2.145245 0.036 -0.056 -0.061 0.40
H -3.133796 -3.695534 -1.294343 -0.090 -0.074 -0.041 0.38
H -4.806417 -3.128700 0.284950 0.052 0.079 0.117 0.37
H -4.262902 -2.495580 1.858613 -0.077 0.036 -0.167 0.39
H -4.630637 -0.722842 -1.500953 0.122 -0.076 -0.169 0.54
H -6.610810 1.339003 1.717980 -0.099 0.128 0.163 0.51
H -2.237244 -0.763565 1.689096 -0.026 0.079 0.118 0.55
H 3.094252 0.868112 -1.828905 -0.084 0.046 -0.105 0.34
H 5.309719 0.102081 -2.504036 0.049 -0.020 -0.095 0.28
H 7.448392 -0.580478 -2.037822 -0.059 0.021 0.079 0.38
H 8.685941 -2.287222 -0.769975 0.110 -0.073 0.005 0.45
H 6.953868 -2.630559 -0.718746 -0.039 -0.109 0.014 0.36
H 7.756953 -1.928545 0.685627 0.010 -0.020 0.143 0.30
H 8.301337 1.450731 -0.885649 0.034 0.112 0.006 0.36
H 8.562465 0.514649 0.586274 0.025 0.022 0.142 0.30
H 9.487951 0.142203 -0.868071 0.132 -0.005 0.002 0.45
H 6.489228 -0.114617 1.590971 0.106 -0.034 0.094 0.28
H 4.266660 0.639134 2.269759 -0.042 0.011 0.121 0.39
```
Forces are in eV/Å.

SMILES string: CC[C@@H](NC(=O)c1cccc(Cn2cc([N+](=O)[O-])cn2)c1)c1ccc(C(C)C)cc1
Electronic energy, hartree: -1336.718193

[2]
Molecular formula: C23H26N4O3
Method: DFT, ωB97M-V/def2-TZVPD

```
56
Properties=species:S:1:pos:R:3:forces:R:3:mulliken_charge:R:1
C 1.877036 -3.115918 1.424711 0.146 0.084 0.009 -1.19
C 2.736238 -1.871336 1.199648 -0.200 -0.119 0.053 -1.15
C 1.900430 -0.664456 0.920304 0.289 -0.032 -0.392 0.63
N 1.793483 -0.233459 -0.275611 0.449 -0.775 0.043 -0.92
N 1.069302 0.859238 -0.566581 -0.409 0.445 0.497 1.40
C 1.178214 1.366850 -1.929502 0.196 0.014 -0.710 -0.26
C 2.508037 0.978620 -2.569356 -0.058 0.133 0.123 -0.64
C 3.696087 1.645837 -1.890072 -0.177 -0.117 -0.054 -1.25
C 0.001644 0.926779 -2.832391 0.206 0.361 0.553 0.10
O 0.160479 0.240934 -3.820550 0.044 -0.254 -0.400 -0.70
N -1.178358 1.448763 -2.463628 -0.428 0.251 0.099 0.17
C -2.326017 1.375984 -3.344244 0.085 -0.397 -0.309 -1.10
C -3.008218 0.006957 -3.363773 -0.110 0.257 0.125 -0.57
C -3.868299 -0.262198 -2.127289 0.150 -0.077 -0.240 -1.32
C -3.079970 -0.476945 -0.866692 -0.145 -0.007 0.063 0.80
C -3.217903 0.376733 0.219556 -0.027 -0.047 -0.013 -0.47
C -2.571307 0.113252 1.413637 -0.043 -0.023 0.080 -0.80
C -1.766700 -1.005902 1.533883 -0.008 -0.029 0.136 -0.32
C -1.593004 -1.844089 0.445888 0.056 -0.090 0.008 -0.76
C -2.246088 -1.581902 -0.743640 -0.019 0.028 -0.029 -0.27
C 0.347412 1.578511 0.359007 0.072 -0.044 -0.312 0.44
O -0.348748 2.529227 0.019588 -0.019 0.150 0.291 -0.84
C 0.510995 1.122774 1.717376 -0.087 0.257 0.632 0.34
C 0.026832 1.650864 2.902243 0.045 0.068 -0.232 -1.56
C 0.513514 0.800943 3.901830 0.753 -0.963 -1.131 0.00
O 0.478505 0.648099 5.237991 -0.285 0.383 0.163 -0.50
C 1.215212 -0.460232 5.498242 0.447 -0.593 -0.314 -0.80
C 1.732804 -1.037316 4.375723 -0.018 -0.058 0.461 -0.56
C 1.279179 -0.217981 3.313457 -0.611 0.752 0.638 1.38
N 1.283085 -0.016763 1.967805 -0.352 0.507 -0.012 0.21
H 1.332895 -3.357552 0.515740 -0.077 -0.042 -0.055 0.30
H 2.508771 -3.961943 1.683460 0.001 -0.107 0.042 0.44
H 1.162812 -2.957272 2.229394 -0.120 -0.055 0.082 0.29
H 3.389967 -2.029644 0.342532 0.013 0.122 0.075 0.43
H 3.349651 -1.676989 2.082004 0.100 0.018 -0.036 0.36
H 1.107091 2.460047 -1.841971 0.035 -0.213 0.006 0.43
H 2.609293 -0.105079 -2.533313 -0.016 0.059 -0.169 0.27
H 2.461581 1.275443 -3.617405 -0.058 -0.064 0.030 0.52
H 4.616609 1.382209 -2.404188 0.129 0.012 -0.006 0.45
H 3.781409 1.323198 -0.854943 0.077 0.020 0.120 0.19
H 3.591196 2.728988 -1.907492 0.047 0.131 0.024 0.32
H -1.226686 2.000771 -1.613893 0.170 -0.046 -0.103 0.28
H -1.972006 1.590172 -4.359098 -0.106 0.079 0.105 0.41
H -3.033338 2.150364 -3.043083 0.017 0.024 -0.030 0.48
H -2.238047 -0.756651 -3.469235 -0.009 -0.042 -0.092 0.42
H -3.647364 -0.035950 -4.248018 0.018 -0.048 -0.051 0.40
H -4.563591 0.568712 -1.987270 -0.076 -0.033 0.014 0.38
H -4.460853 -1.162668 -2.314625 -0.075 0.070 0.032 0.37
H -3.852889 1.247381 0.138560 -0.091 0.091 -0.034 0.32
H -2.703305 0.776261 2.255368 -0.002 0.066 0.068 0.42
H -1.286657 -1.229096 2.476305 0.087 0.008 0.093 0.54
H -0.966631 -2.719750 0.531248 0.051 -0.082 0.011 0.54
H -2.123925 -2.254691 -1.580141 0.012 -0.078 -0.114 0.40
H -0.582131 2.525298 2.993957 -0.155 0.205 -0.082 0.60
H 1.301688 -0.746023 6.527836 -0.040 0.035 0.152 0.47
H 2.340586 -1.917402 4.340715 0.126 -0.197 0.090 0.46
```
Forces are in eV/Å.

SMILES string: CCc1nn([C@@H](CC)C(=O)NCCCc2ccccc2)c(=O)c2cc3occc3n12
Electronic energy, hartree: -1336.798564

[3]
Molecular formula: C23H26N5O5PS
Method: DFT, ωB97M-V/def2-TZVPD

```
61
Properties=species:S:1:pos:R:3:forces:R:3:mulliken_charge:R:1
C 1.324894 3.709078 -4.585011 0.135 -0.140 -0.057 -0.96
N 0.323653 3.543513 -3.560586 0.024 0.163 -0.081 0.11
C -0.513042 4.666625 -3.210446 -0.169 0.024 0.129 -0.93
C 0.180107 2.352952 -2.919385 -0.023 -0.310 0.138 0.77
C 1.008735 1.253318 -3.211919 0.195 0.047 -0.204 -0.90
C 0.853342 0.059001 -2.548782 -0.171 0.075 0.024 -0.73
C -0.124735 -0.110148 -1.576396 -0.225 -0.746 0.431 -0.14
P -0.340346 -1.639158 -0.639393 1.542 0.086 -0.365 0.13
O -1.726995 -2.134476 -0.552666 -0.487 0.125 0.125 -0.86
N 0.177086 -1.332888 0.944720 -0.749 -0.447 -0.353 0.21
C 1.264752 -0.622353 1.386064 0.510 0.305 0.146 0.67
C 2.346840 -0.388555 0.532682 -0.127 -0.039 0.124 0.25
C 3.441256 0.312421 0.980152 0.241 0.242 0.338 -0.75
C 3.473287 0.779990 2.292178 -1.081 -0.690 -0.486 -0.31
N 4.615769 1.501183 2.760172 0.556 0.349 0.218 1.00
O 5.522478 1.700105 1.974761 0.180 0.061 -0.089 -0.62
O 4.618034 1.874249 3.917207 0.046 0.086 0.186 -0.63
C 2.403774 0.546769 3.153765 0.334 0.145 -0.044 -0.61
C 1.306396 -0.148330 2.702528 -0.003 -0.066 -0.205 -0.76
N 0.814434 -2.684788 -1.298886 -0.737 0.816 0.521 0.11
C 1.491483 -3.663143 -0.467433 0.048 -0.442 0.301 -0.57
C 0.623024 -4.906984 -0.268254 0.213 0.175 0.208 -0.54
O 0.272955 -5.474264 -1.508743 0.116 -0.145 -0.083 -0.42
C -0.452347 -4.552144 -2.293548 -0.156 0.199 -0.196 -0.60
C 0.359093 -3.279907 -2.548532 -0.153 -0.328 -0.399 -0.78
C -0.960381 0.977827 -1.275746 0.231 0.208 -0.230 -0.57
N -1.918281 0.792962 -0.281072 -0.026 -0.187 -0.055 0.05
C -2.664892 1.728911 0.371516 0.046 0.255 -0.028 0.75
O -2.662535 2.921519 0.132408 -0.013 -0.014 -0.058 -0.70
C -3.492976 1.172230 1.453930 -0.298 -0.304 0.567 0.01
C -4.493549 1.836196 2.110015 0.365 -0.061 -0.382 -0.58
C -5.092653 1.069220 3.126761 -0.026 -0.175 0.133 -0.52
C -4.535514 -0.165079 3.244884 0.283 -0.125 -0.177 -0.44
S -3.274930 -0.420988 2.111071 -0.380 0.437 0.097 0.10
C -0.809025 2.181213 -1.937730 -0.132 0.273 0.043 0.05
H 2.333895 3.583624 -4.179691 0.032 -0.011 -0.072 0.33
H 1.181064 2.988392 -5.395209 0.070 0.015 -0.026 0.33
H 1.251319 4.708066 -5.006814 -0.013 -0.032 0.028 0.26
H -0.425721 4.905035 -2.147439 -0.058 0.043 0.003 0.34
H -0.206786 5.539505 -3.781152 0.007 -0.041 0.008 0.27
H -1.563940 4.461220 -3.434015 -0.031 0.065 0.047 0.31
H 1.784375 1.331667 -3.954412 0.084 0.035 -0.086 0.42
H 1.508183 -0.766432 -2.784733 0.088 -0.058 -0.015 0.36
H -0.567899 -1.483368 1.615161 0.109 -0.016 -0.049 0.10
H 2.306811 -0.768698 -0.474315 0.132 -0.014 -0.097 0.50
H 4.284654 0.504095 0.335059 0.019 -0.002 -0.033 0.51
H 2.453662 0.920304 4.164901 -0.015 0.004 0.029 0.50
H 0.468743 -0.329866 3.359684 -0.090 -0.002 0.077 0.46
H 1.740714 -3.216477 0.495363 0.078 -0.065 -0.037 0.43
H 2.417896 -3.947704 -0.980865 -0.036 0.021 0.096 0.29
H 1.163998 -5.679190 0.281555 -0.033 0.088 0.042 0.38
H -0.285774 -4.623848 0.286559 0.074 -0.070 -0.004 0.32
H -0.678451 -5.061176 -3.231848 -0.017 0.089 0.017 0.40
H -1.387872 -4.282302 -1.785040 0.061 -0.030 -0.080 0.29
H -0.259373 -2.549388 -3.076864 0.067 -0.112 -0.157 0.46
H 1.241567 -3.518992 -3.153936 -0.092 0.062 -0.038 0.40
H -2.092618 -0.181871 -0.062420 -0.300 0.043 -0.075 -0.03
H -4.778415 2.839779 1.852323 -0.001 0.187 -0.084 0.48
H -5.900044 1.418473 3.744638 -0.135 0.028 0.113 0.42
H -4.788109 -0.948292 3.932178 -0.090 -0.133 0.155 0.42
H -1.467965 2.985531 -1.668785 -0.017 0.055 -0.002 0.78
```
Forces are in eV/Å.

SMILES string: CN(C)c1ccc([P@](=O)(Nc2ccc([N+](=O)[O-])cc2)N2CCOCC2)c(NC(=O)c2cccs2)c1
Electronic energy, hartree: -2281.575678

Computed values of highest occupied orbital energy (unit: eV) for the preceding records, in sequence: -9.14, -8.13, -8.01.
Computed values of largest force on an atom (unit: eV/A) for the preceding records, in sequence: 1.6, 1.7, 1.6.
Computed values of frontier orbital gap (unit: eV) for the preceding records, in sequence: 9.05, 8.62, 7.75.